(1)
Computed, not measured: the molecule CH3OP, with ωB97M-V with the def2-TZVPD basis set.

Output
SMILES string = C=PO
Net charge = 0
2S+1 = 1
Orbital gap = 9.18 eV
Electronic energy = -12419.81760 eV

Last column: natural (NBO) charge in e.
Positions of all 6 atoms, in Å:
C (0.7301, -0.7636, -0.6295)  -0.90
O (-1.2283, 1.2747, 0.9428)  -0.98
P (-0.7725, 0.2449, -0.3949)  0.93
H (1.7151, -0.7595, -0.1720)  0.23
H (0.3057, -1.3353, -1.4617)  0.23
H (-0.7501, 1.3388, 1.7153)  0.49

---

(2)
Computed, not measured: the molecule CH3OP, with ωB97M-V with the def2-TZVPD basis set.

Output
Net charge = 0
2S+1 = 3
Orbital gap (spin up / spin down) = 9.01 / 8.03 eV
<S²> = 2.014
Electronic energy = -12417.38259 eV

Last column: natural (NBO) charge in e.
Positions of all 6 atoms, in Å:
C (-0.6862, -0.0720, -0.4018)  -0.63
O (1.0787, 0.9603, 0.0974)  -0.72
P (1.0159, -0.6030, 0.0039)  1.03
H (-1.2702, 0.4165, 0.3650)  0.19
H (-0.8601, 0.2534, -1.4183)  0.19
H (0.7219, -0.9551, 1.3537)  -0.06

---

(3)
Computed, not measured: the molecule CH3OPS, with ωB97M-V with the def2-TZVPD basis set.

Output
Net charge = 0
2S+1 = 1
Orbital gap (spin up / spin down) = 5.06 / 5.18 eV
Electronic energy = -23252.01688 eV

Last column: natural (NBO) charge in e.
Positions of all 7 atoms, in Å:
C (-0.0834, -0.4310, 0.1783)  -0.85
O (2.5049, 0.0795, -0.3824)  -0.81
P (1.0281, 0.8486, 0.2804)  0.86
S (3.9986, -0.3007, 0.0696)  0.40
H (-0.2772, -1.0622, 1.0649)  0.22
H (-0.9598, -0.2251, -0.4237)  0.22
H (0.5923, 1.5074, -1.0404)  -0.03

---

(4)
Computed, not measured: a cluster of 2 separate species, CH3OS in total, with ωB97M-V with the def2-TZVPD basis set.

Output
Net charge = -1
2S+1 = 1
Orbital gap = 5.92 eV
Electronic energy = -13968.09202 eV

Last column: natural (NBO) charge in e.
Positions of all 6 atoms, in Å:
S (2.5453, 1.4772, 1.9716)  -1.06
H (1.2610, 0.8373, 1.6186)  0.07
O (-1.4956, -0.2771, -1.9191)  -0.52
C (-0.9913, -0.6362, -0.8885)  0.28
H (-1.3684, -0.2781, 0.0946)  0.12
H (0.0489, -1.1232, -0.8772)  0.12

---

(5)
Computed, not measured: a cluster of 2 separate species, CH3OS in total, with ωB97M-V with the def2-TZVPD basis set.

Output
Net charge = -1
2S+1 = 1
Orbital gap = 6.45 eV
Electronic energy = -13968.47422 eV

Last column: natural (NBO) charge in e.
Positions of all 6 atoms, in Å:
S (-0.5715, 1.1059, 1.7136)  -1.05
H (0.3323, 0.6545, 0.8497)  0.06
O (0.5941, -1.1213, -2.4543)  -0.54
C (0.5674, -1.2398, -1.2582)  0.29
H (-0.3030, -1.5682, -0.6714)  0.13
H (1.4544, -1.0016, -0.6594)  0.10

---

(6)
Computed, not measured: the molecule CH3P, with ωB97M-V with the def2-TZVPD basis set.

Output
SMILES string = C=P
Net charge = 0
2S+1 = 1
Orbital gap = 9.63 eV
Electronic energy = -10372.45677 eV

Last column: natural (NBO) charge in e.
Positions of all 5 atoms, in Å:
C (0.1634, 0.4945, -0.1066)  -0.73
P (-1.5117, 0.1385, 0.1114)  0.38
H (0.4712, 1.4130, 0.0965)  0.19
H (0.9104, -0.2287, -0.3851)  0.21
H (-1.6260, -1.3604, 0.0214)  -0.05

---

(7)
Computed, not measured: a cluster of 2 separate species, CH3P3 in total, with ωB97M-V with the def2-TZVPD basis set.

Output
SMILES string = P#[PH2].C#P
Net charge = 0
2S+1 = 1
Orbital gap = 6.99 eV
Electronic energy = -28947.20716 eV

Last column: natural (NBO) charge in e.
Positions of all 7 atoms, in Å:
C (1.0075, -1.2622, -1.9320)  -0.73
P (0.0814, -0.2143, -2.5615)  0.53
P (-0.7346, -0.7853, 2.5275)  -0.07
P (-0.5412, 0.8190, 1.4061)  0.06
H (1.6909, -1.9657, -1.5820)  0.21
H (0.1744, 2.1513, 1.5186)  0.02
H (-1.6785, 1.2573, 0.6232)  -0.01

---

(8)
Computed, not measured: a cluster of 2 separate species, CH4 in total, with ωB97M-V with the def2-TZVPD basis set.

Output
Net charge = 0
2S+1 = 1
Orbital gap = 9.94 eV
Electronic energy = -1097.93602 eV

Last column: natural (NBO) charge in e.
Positions of all 5 atoms, in Å:
C (-0.2514, 0.0160, 0.1326)  -0.58
H (-0.6412, 0.8698, 0.5371)  0.18
H (1.6734, 0.0011, -0.0850)  0.02
H (-0.6644, -0.9111, 0.3534)  0.19
H (-0.1164, 0.0242, -0.9381)  0.20

---

(9)
Computed, not measured: a structure of composition CH4AlN2O, with ωB97M-V with the def2-TZVPD basis set.

Output
Net charge = +3
2S+1 = 1
Orbital gap = 3.06 eV
Electronic energy = -12683.11799 eV

Last column: natural (NBO) charge in e.
Positions of all 9 atoms, in Å:
Al (1.1744, 4.4481, 1.4945)  1.25
C (-0.6825, -0.2212, -0.1024)  0.70
O (-1.1034, 0.7916, 0.4662)  0.07
N (-0.1005, -0.0279, -1.1890)  -0.45
N (0.0572, -1.0416, 0.6115)  -0.48
H (0.6567, -0.6864, -1.0742)  0.45
H (-0.4960, -0.2513, -2.0911)  0.50
H (0.3563, -1.9425, 0.2665)  0.47
H (0.1378, -1.0688, 1.6179)  0.50

---

(10)
Computed, not measured: a structure of composition CH4AlO, with ωB97M-V with the def2-TZVPD basis set.

Output
Net charge = +3
2S+1 = 1
Orbital gap = 5.21 eV
Electronic energy = -9700.17971 eV

Last column: natural (NBO) charge in e.
Positions of all 7 atoms, in Å:
Al (27.2392, 7.9554, 6.1934)  2.47
C (29.9306, 6.8622, 6.0098)  -0.33
O (28.5537, 6.5822, 5.7347)  -0.81
H (30.3212, 7.8117, 5.6439)  0.30
H (30.2394, 6.6338, 7.0299)  0.30
H (30.6180, 6.2971, 5.3803)  0.41
H (28.4002, 5.6498, 5.5653)  0.64

---

For reference, ΔE to the lowest compared entry with this formula, charge and spin by record: 1.538 0.771 4.827 0.544 0.162 0.194 2.357 3.880 3.081 0.000 eV.
For reference, strongest force on any atom by record: 5.603 3.575 2.244 2.453 0.416 6.227 1.844 5.934 8.164 3.718 eV/A.